1.
{"formula": "C20H17BrClN4ReS2", "method": "the ωB97M-V functional and the def2-TZVPD basis", "e_above_lowest_kcal_mol": 0.0, "s2": 0.8413, "total_energy_ha": -4900.082543, "charge": 1, "homo_ev": [-11.0, -11.0], "orbital_gap_ev": [6.38, 6.50], "spin_multiplicity": 2, "lumo_energy_ev": [-4.67, -4.50], "species": ["Re", "N", "C", "N", "C", "C", "S", "C", "C", "S", "C", "N", "N", "H", "H", "H", "H", "H", "H", "Br", "Cl", "C", "C", "C", "C", "C", "C", "C", "C", "C", "C", "C", "C", "C", "C", "H", "H", "H", "H", "H", "H", "H", "H", "H", "H", "H"], "xyz": [[1.44471, -0.76463, -0.26538], [2.60229, 0.96456, 2.74979], [1.64926, 0.05115, 2.86111], [1.21800, -0.73108, 1.87741], [0.22791, -1.59861, 2.34539], [-0.12066, -1.45252, 3.63341], [0.83733, -0.21458, 4.36532], [-0.21064, -2.59168, 1.38163], [-1.00917, -3.65221, 1.53594], [-1.06671, -4.59243, 0.07956], [0.01911, -3.49779, -0.68673], [0.37183, -2.45736, 0.10178], [0.42669, -3.66554, -1.92815], [3.05194, 1.10172, 1.85714], [2.78063, 1.61244, 3.49509], [-0.84990, -2.00698, 4.20312], [-1.55136, -3.96463, 2.41561], [0.12405, -4.46141, -2.46053], [0.97324, -2.93414, -2.38106], [3.78675, -0.12707, -0.15200], [1.85461, -1.03369, -2.56102], [-2.91297, -0.74583, -4.32267], [-2.18340, -1.53286, -3.44014], [-1.45684, -0.94361, -2.42364], [-1.44118, 0.44598, -2.26895], [-2.21042, 1.22279, -3.14906], [-2.92821, 0.63493, -4.17367], [-0.70556, 1.16310, -1.24728], [0.31201, 0.86688, -0.37927], [0.63126, 1.94761, 0.61585], [1.69590, 2.81909, 0.39680], [1.95991, 3.84141, 1.29862], [1.17129, 3.99474, 2.43128], [0.10842, 3.12977, 2.65448], [-0.16248, 2.11217, 1.75020], [-3.48171, -1.21100, -5.11780], [-2.18981, -2.61131, -3.54617], [-0.90869, -1.56501, -1.73122], [-2.22717, 2.29992, -3.02979], [-3.50577, 1.24993, -4.85215], [-1.07534, 2.18318, -1.13759], [2.31366, 2.69844, -0.48598], [2.77979, 4.52482, 1.11025], [1.37685, 4.79500, 3.13187], [-0.52131, 3.25575, 3.52760], [-0.99813, 1.44057, 1.92103]]}


2.
{"formula": "C45H43Br3F6O6", "method": "the ωB97M-V functional and the def2-TZVPD basis", "smiles": "C[C@H]1COC(=O)O1.C[C@H]1COC(=O)O1.BrC(Br)Br.Fc1ccccc1.Fc1ccccc1.Fc1ccccc1.Fc1ccccc1.Fc1ccccc1.Fc1ccccc1", "total_energy_ha": -10513.117758, "homo_ev": -9.2, "orbital_gap_ev": 8.58, "lumo_energy_ev": -0.67, "species": ["C", "C", "C", "O", "C", "O", "O", "H", "H", "H", "H", "H", "H", "C", "C", "C", "O", "C", "O", "O", "H", "H", "H", "H", "H", "H", "Br", "C", "Br", "Br", "H", "F", "C", "C", "C", "C", "C", "C", "H", "H", "H", "H", "H", "F", "C", "C", "C", "C", "C", "C", "H", "H", "H", "H", "H", "F", "C", "C", "C", "C", "C", "C", "H", "H", "H", "H", "H", "F", "C", "C", "C", "C", "C", "C", "H", "H", "H", "H", "H", "F", "C", "C", "C", "C", "C", "C", "H", "H", "H", "H", "H", "F", "C", "C", "C", "C", "C", "C", "H", "H", "H", "H", "H"], "xyz": [[1.45910, -5.47189, -4.33564], [0.65543, -6.73781, -4.05911], [-0.55330, -6.99925, -4.97594], [-0.32590, -8.32996, -5.40424], [0.85772, -8.82359, -4.97564], [1.32158, -9.90169, -5.23379], [1.46390, -7.85293, -4.26294], [1.87818, -5.38588, -5.33817], [2.37386, -5.30149, -3.76794], [0.92996, -4.53434, -4.16496], [0.20670, -6.69232, -3.06681], [-0.50143, -6.28380, -5.79663], [-1.51710, -6.94254, -4.47000], [7.55428, 2.47913, -0.40353], [8.45166, 1.54534, -1.26739], [9.92935, 1.57357, -0.85908], [10.20607, 0.29953, -0.34438], [9.05147, -0.52031, -0.35208], [8.89839, -1.57918, 0.29037], [8.03670, 0.24887, -0.97764], [7.80395, 2.25400, 0.63334], [6.51133, 2.17808, -0.50208], [7.66722, 3.53690, -0.64118], [8.38375, 1.84727, -2.31253], [10.14455, 2.38454, -0.16330], [10.42890, 1.76294, -1.80918], [4.71288, 5.58200, -10.15431], [3.39319, 4.87309, -8.87611], [1.99589, 6.18479, -8.45194], [4.24994, 4.00809, -7.26269], [2.86746, 4.02597, -9.31668], [2.96432, -6.05634, 2.32531], [3.48014, -6.84002, 3.33905], [2.98787, -6.57006, 4.62296], [3.42757, -7.44722, 5.64739], [4.28066, -8.51726, 5.41290], [4.82094, -8.68922, 4.13428], [4.44915, -7.82896, 3.09640], [2.22614, -5.82619, 4.80414], [3.13763, -7.31737, 6.67961], [4.45682, -9.17126, 6.25412], [5.59534, -9.41668, 3.94063], [4.83349, -8.06337, 2.11470], [-3.85582, -0.41364, -3.22003], [-2.66939, 0.15997, -2.95403], [-2.26825, 1.20657, -3.77732], [-1.00402, 1.71560, -3.56570], [-0.15752, 1.18885, -2.59200], [-0.59350, 0.15133, -1.74634], [-1.87493, -0.36178, -1.95967], [-2.89340, 1.45558, -4.62206], [-0.66789, 2.45039, -4.28229], [0.89514, 1.41985, -2.52165], [0.02399, -0.32940, -1.00203], [-2.26456, -1.17284, -1.36237], [-4.72347, 7.54258, -4.93002], [-4.23384, 8.56289, -4.11481], [-4.22310, 8.42256, -2.73978], [-3.80827, 9.43576, -1.85331], [-3.37955, 10.61233, -2.44693], [-3.38130, 10.79925, -3.82333], [-3.83148, 9.77782, -4.66186], [-4.66885, 7.49861, -2.40212], [-3.81634, 9.43805, -0.77334], [-3.02092, 11.36350, -1.75880], [-3.05579, 11.69838, -4.32535], [-3.92225, 9.83069, -5.73674], [-4.50592, -6.75485, 0.19246], [-5.37776, -5.89270, 0.77077], [-5.18244, -5.58384, 2.10659], [-5.98193, -4.63511, 2.75305], [-7.04555, -4.08297, 2.01809], [-7.29816, -4.44419, 0.70112], [-6.49316, -5.36724, 0.06436], [-4.48726, -6.14524, 2.71320], [-5.69825, -4.23983, 3.71724], [-7.60721, -3.27351, 2.46046], [-8.14885, -4.10732, 0.12733], [-6.71321, -5.73996, -0.92512], [1.77896, 0.35523, 4.97507], [1.76784, 1.39599, 5.78807], [2.14907, 2.61780, 5.28799], [2.15558, 3.72958, 6.11581], [1.58409, 3.57011, 7.41724], [1.05613, 2.36749, 7.84956], [1.20142, 1.24611, 7.01199], [2.53412, 2.62518, 4.27899], [2.46432, 4.70341, 5.76545], [1.46552, 4.39829, 8.10022], [0.60410, 2.39296, 8.83009], [0.82277, 0.28362, 7.32288], [-3.43921, 4.99956, 4.23464], [-4.48673, 4.42936, 3.69099], [-5.69593, 5.04823, 3.84181], [-6.84208, 4.49857, 3.31756], [-6.70171, 3.25958, 2.62356], [-5.48343, 2.66283, 2.50140], [-4.35185, 3.22323, 3.03502], [-5.71038, 5.96322, 4.41538], [-7.74391, 5.05402, 3.52870], [-7.52783, 2.71095, 2.19585], [-5.44977, 1.85136, 1.78951], [-3.41166, 2.74407, 2.80514]]}


3.
{"formula": "C12H48N16O12", "method": "the ωB97M-V functional and the def2-TZVPD basis", "smiles": "NC(N)=O.NC(N)=O.NC(N)=O.NC(N)=O.NC(N)=O.NC(N)=O.NC(N)=O.NC(N)=O.CO.CO.CO.CO", "e_above_lowest_kcal_mol": 0.0, "total_energy_ha": -2265.327016, "homo_ev": -9.5, "orbital_gap_ev": 9.62, "lumo_energy_ev": 0.14, "species": ["N", "C", "N", "O", "H", "H", "H", "H", "N", "C", "N", "O", "H", "H", "H", "H", "N", "C", "N", "O", "H", "H", "H", "H", "N", "C", "N", "O", "H", "H", "H", "H", "N", "C", "N", "O", "H", "H", "H", "H", "N", "C", "N", "O", "H", "H", "H", "H", "N", "C", "N", "O", "H", "H", "H", "H", "N", "C", "N", "O", "H", "H", "H", "H", "C", "O", "H", "H", "H", "H", "C", "O", "H", "H", "H", "H", "C", "O", "H", "H", "H", "H", "C", "O", "H", "H", "H", "H"], "xyz": [[-3.35125, -0.52890, -3.74690], [-2.28687, -1.34255, -3.47830], [-1.67545, -1.84568, -4.57577], [-1.92567, -1.59097, -2.31211], [-3.74498, -0.37229, -4.67405], [-3.76674, 0.02760, -3.05504], [-1.42845, -2.79453, -4.48585], [-2.25022, -1.65104, -5.38302], [3.93985, -0.34752, 0.60904], [4.84704, -0.56242, -0.37252], [4.41818, -0.40126, -1.65530], [5.93713, -1.14956, -0.11788], [4.20851, -0.34799, 1.60910], [3.01939, 0.02520, 0.48754], [3.38557, -0.24216, -1.82094], [4.82079, -0.94319, -2.42535], [-2.06334, 3.99177, -2.37579], [-1.79600, 4.63395, -3.55184], [-0.81646, 5.57738, -3.40705], [-2.41106, 4.39447, -4.61606], [-2.92091, 3.46611, -2.57600], [-1.47568, 3.96124, -1.51526], [-0.31519, 5.79989, -4.27915], [-0.13876, 5.52656, -2.60220], [0.32791, -0.27384, 3.13635], [0.84576, 0.96808, 3.20994], [2.14787, 1.11920, 3.67689], [0.16108, 1.93153, 2.79126], [0.85650, -1.10062, 3.49652], [-0.56553, -0.28095, 2.68881], [2.33417, 0.30497, 4.27021], [2.27436, 2.04889, 4.06722], [-3.13118, -1.37312, 0.24558], [-2.61275, -1.64961, 1.45991], [-3.38942, -1.68402, 2.55624], [-1.42023, -2.05101, 1.57034], [-3.97372, -0.82656, 0.16049], [-2.68136, -1.57552, -0.63980], [-2.93975, -1.84306, 3.45343], [-4.30362, -1.33544, 2.54385], [-2.25810, 1.58893, 0.85684], [-3.28053, 1.74500, 1.67037], [-3.07256, 2.14645, 2.92212], [-4.44654, 1.44690, 1.31464], [-2.43581, 1.04196, 0.03142], [-1.34988, 1.63520, 1.25047], [-2.08900, 2.10121, 3.25551], [-3.89065, 2.20196, 3.54548], [4.31928, -1.99072, 3.48113], [3.01206, -2.41127, 3.32226], [2.66505, -2.98223, 2.16734], [2.09648, -2.19003, 4.20608], [5.01709, -2.41510, 2.89892], [4.66015, -2.02328, 4.41485], [1.74863, -3.18707, 1.92040], [3.42133, -3.16281, 1.52690], [-0.26749, 0.98640, -1.74413], [0.58994, 0.56660, -0.77952], [0.43815, -0.72101, -0.30028], [1.52587, 1.30512, -0.36250], [-0.98539, 0.37860, -2.09838], [-0.09544, 1.86047, -2.14852], [-0.41445, -1.18835, -0.57286], [0.55331, -0.68731, 0.70590], [0.47346, 4.58449, 0.41513], [0.12268, 3.59810, -0.48814], [1.55630, 4.57898, 0.60369], [0.15145, 5.49479, -0.04951], [-0.02467, 4.39869, 1.40153], [0.58634, 2.71521, -0.42177], [0.64044, -4.12254, -0.38852], [0.44239, -4.03359, 0.99982], [-0.34948, -4.31293, -0.87656], [0.87465, -3.16467, -0.79825], [1.34157, -4.91864, -0.54318], [-0.31178, -3.48884, 1.22045], [6.30579, -4.41159, -0.29263], [5.28657, -3.71240, 0.42564], [6.53004, -3.84729, -1.18249], [7.17194, -4.61542, 0.31956], [5.77151, -5.31581, -0.53884], [5.42544, -2.75823, 0.21973], [-5.86849, 2.03754, -1.91482], [-4.69918, 1.40154, -1.40766], [-5.85500, 1.95705, -3.01227], [-6.74520, 1.49743, -1.52499], [-5.88318, 3.12829, -1.56912], [-4.54460, 1.60122, -0.44776]]}